No. 1
{
  "formula": "C6H9N",
  "method": "ωB97M-V with the def2-TZVPD basis set",
  "homo_lumo_gap_ev": 9.6,
  "energy_ev": -7854.911,
  "e_above_lowest_kcal_mol": 74.91,
  "symbols": ["C", "N", "C", "C", "C", "C", "C", "H", "H", "H", "H", "H", "H", "H", "H", "H"],
  "xyz": [[1.894, 0.447, -0.043], [0.878, -0.483, -0.512], [0.064, -1.171, 0.478], [-1.105, -0.255, 0.893], [-0.964, 1.016, 0.068], [-0.391, 0.083, -1.031], [-1.159, -1.100, -0.358], [2.033, 1.233, -0.795], [2.849, -0.078, 0.080], [1.644, 0.932, 0.914], [0.431, -1.984, 1.097], [-1.655, -0.402, 1.817], [-0.333, 1.838, 0.426], [-1.944, 1.404, -0.228], [-0.395, 0.369, -2.084], [-1.848, -1.851, -0.721]],
  "atomic_forces_ev_per_a": [[0.1, 0.1, 0.1], [0.1, 0.1, 0.1], [0.1, -0.3, 0.2], [-0.2, 0.1, 0.3], [0.1, 0.2, 0.0], [-0.1, 0.2, -0.4], [-0.2, -0.2, -0.1], [0.0, -0.1, 0.1], [-0.2, 0.1, 0.0], [0.0, -0.1, -0.1], [-0.1, 0.2, -0.1], [0.1, 0.0, -0.1], [-0.1, -0.1, 0.0], [0.2, -0.1, 0.0], [0.0, 0.0, 0.2], [0.1, 0.1, 0.1]]
}

No. 2
{
  "formula": "CH5N3O",
  "method": "ωB97M-V with the def2-TZVPD basis set",
  "homo_lumo_gap_ev": [8.2, 8.4],
  "energy_ev": -7629.653,
  "spin_multiplicity": 3,
  "s_squared": 2.01,
  "e_above_lowest_kcal_mol": 41.83,
  "symbols": ["C", "N", "N", "N", "O", "H", "H", "H", "H", "H"],
  "xyz": [[1.641, -0.231, 0.547], [-2.010, 0.075, 0.196], [-1.230, -0.210, 1.040], [-1.954, 0.155, -1.108], [0.558, -0.535, -0.108], [2.393, 0.168, -0.196], [2.230, -1.051, 1.057], [1.569, 0.558, 1.215], [-2.289, 0.989, -1.500], [-0.907, 0.084, -1.143]],
  "atomic_forces_ev_per_a": [[3.6, -1.3, -0.1], [-2.3, 0.8, 5.4], [-2.0, 0.1, -0.6], [4.2, -2.1, -1.7], [-0.2, -0.9, -2.1], [-0.4, -0.2, 0.1], [-0.9, 0.2, -0.5], [-0.6, 1.9, 1.5], [-0.9, 1.2, -0.1], [-0.7, 0.2, -2.0]]
}

No. 3
{
  "formula": "C23H39AlCl21O4",
  "method": "ωB97M-V with the def2-TZVPD basis set",
  "charge": -1,
  "homo_lumo_gap_ev": 7.0,
  "energy_ev": -302243.454,
  "symbols": ["C", "C", "C", "Al", "C", "C", "C", "C", "C", "C", "C", "C", "O", "C", "C", "C", "O", "O", "C", "C", "O", "H", "H", "H", "H", "H", "H", "H", "H", "H", "H", "H", "H", "H", "H", "H", "H", "H", "H", "H", "H", "H", "H", "H", "H", "H", "H", "H", "H", "H", "H", "H", "H", "C", "Cl", "Cl", "Cl", "H", "C", "Cl", "Cl", "Cl", "H", "C", "Cl", "Cl", "Cl", "H", "C", "Cl", "Cl", "Cl", "H", "C", "Cl", "Cl", "Cl", "H", "C", "Cl", "Cl", "Cl", "H", "C", "Cl", "Cl", "Cl", "H"],
  "xyz": [[1.067, 2.920, 1.949], [0.879, 1.846, 0.900], [1.320, 2.296, -0.501], [2.242, 0.889, -1.635], [1.854, 1.260, -3.586], [1.773, -1.014, -1.158], [0.286, -1.376, -1.300], [-0.336, -2.059, -0.076], [-1.415, -1.254, 0.640], [-2.553, -0.781, -0.266], [-2.743, 0.727, -0.286], [-3.096, 1.269, 1.065], [-4.448, 0.961, 1.373], [-4.578, 0.057, 2.445], [4.288, 1.083, -1.358], [4.623, 0.265, -0.248], [5.253, -0.806, -0.215], [4.087, 0.778, 0.933], [4.372, 0.095, 2.088], [3.199, -0.588, 2.687], [5.502, 0.091, 2.599], [2.089, 3.265, 1.960], [0.472, 3.772, 1.652], [0.767, 2.614, 2.943], [-0.186, 1.658, 0.867], [1.361, 0.928, 1.210], [2.035, 3.099, -0.366], [0.456, 2.707, -1.013], [2.532, 2.033, -3.928], [2.068, 0.375, -4.171], [0.846, 1.592, -3.777], [2.343, -1.640, -1.833], [2.152, -1.249, -0.169], [-0.306, -0.520, -1.598], [0.209, -2.089, -2.106], [-0.744, -3.018, -0.362], [0.437, -2.258, 0.650], [-1.826, -1.900, 1.406], [-0.917, -0.432, 1.130], [-2.422, -1.160, -1.265], [-3.477, -1.194, 0.118], [-3.548, 0.982, -0.962], [-1.838, 1.186, -0.665], [-2.986, 2.346, 1.071], [-2.433, 0.887, 1.828], [-5.589, -0.320, 2.432], [-4.339, 0.521, 3.393], [-3.922, -0.789, 2.279], [4.552, 2.115, -1.189], [4.771, 0.675, -2.227], [3.019, -0.188, 3.670], [2.318, -0.497, 2.076], [3.434, -1.634, 2.775], [-7.460, -2.415, 1.303], [-8.581, -3.704, 0.859], [-7.336, -2.239, 3.058], [-5.881, -2.657, 0.576], [-7.853, -1.485, 0.917], [7.130, 0.122, 5.826], [6.046, 1.459, 6.208], [8.387, -0.034, 7.062], [6.239, -1.378, 5.638], [7.610, 0.341, 4.883], [-7.147, -0.119, -2.641], [-8.349, -0.893, -3.674], [-7.870, 0.375, -1.101], [-5.763, -1.169, -2.382], [-6.818, 0.790, -3.131], [5.670, -3.826, 0.332], [5.659, -5.022, -0.970], [4.283, -4.036, 1.390], [7.179, -3.937, 1.248], [5.607, -2.833, -0.101], [8.694, -7.261, 1.202], [10.425, -7.004, 0.973], [8.168, -8.740, 0.395], [8.286, -7.300, 2.915], [8.168, -6.428, 0.754], [-6.440, 3.229, -5.861], [-4.685, 3.250, -5.842], [-7.022, 2.056, -7.043], [-7.112, 2.846, -4.258], [-6.805, 4.206, -6.145], [-5.087, 7.064, -2.746], [-5.651, 8.546, -3.529], [-5.926, 5.652, -3.396], [-3.348, 6.887, -2.905], [-5.325, 7.133, -1.694]],
  "atomic_forces_ev_per_a": [[0.0, 0.0, -0.2], [-0.2, 0.4, -0.2], [0.2, -0.9, 0.3], [-0.7, 0.2, -0.3], [0.6, -0.2, 0.8], [0.0, 0.7, -0.1], [0.4, -0.4, 0.3], [-0.2, 0.4, 0.0], [0.1, -0.5, -0.5], [-0.2, 0.2, 0.6], [0.3, -0.4, -0.3], [-0.2, 0.4, -0.1], [-0.2, 0.1, 0.1], [0.1, 0.0, -0.7], [-0.1, -0.3, -0.3], [1.5, -1.7, 0.3], [-1.3, 1.6, 0.0], [0.3, -0.3, 0.4], [3.1, 0.1, 1.2], [-0.1, 0.0, -0.1], [-2.9, 0.2, -1.4], [0.5, 0.0, 0.2], [-0.3, 0.4, 0.0], [0.0, -0.1, 0.4], [-0.4, -0.4, 0.0], [0.1, -0.2, 0.0], [0.3, 0.5, -0.1], [-0.2, 0.3, -0.3], [0.2, 0.4, -0.2], [0.0, -0.3, -0.4], [-0.5, 0.1, -0.1], [0.4, -0.3, -0.2], [0.0, -0.2, 0.4], [-0.3, 0.4, 0.0], [-0.2, -0.1, -0.6], [-0.2, -0.4, -0.1], [0.4, -0.2, 0.3], [-0.1, 0.0, 0.5], [0.0, 0.5, 0.2], [0.1, -0.1, -0.5], [-0.4, -0.3, -0.1], [-0.3, 0.2, -0.3], [0.3, 0.3, 0.0], [0.0, 0.4, 0.0], [0.2, -0.2, 0.3], [-0.3, 0.1, 0.2], [0.0, 0.2, 0.4], [0.2, -0.4, 0.2], [-0.2, 0.4, 0.1], [0.3, 0.0, -0.5], [-0.1, 0.1, 0.5], [-0.2, 0.1, -0.2], [0.2, -0.5, 0.2], [0.0, 0.1, 0.0], [0.0, 0.0, 0.0], [-0.1, -0.2, 0.0], [0.0, -0.2, 0.2], [-0.1, 0.0, -0.1], [-0.1, 0.0, -0.1], [0.0, 0.0, 0.0], [0.0, 0.0, 0.0], [0.0, -0.1, 0.1], [0.0, 0.0, -0.1], [0.1, 0.0, 0.0], [0.0, 0.0, 0.0], [0.0, 0.0, 0.0], [0.0, 0.2, -0.2], [0.1, -0.3, 0.0], [0.0, 0.2, -0.1], [0.0, -0.1, 0.0], [-0.1, -0.1, 0.1], [0.1, 0.0, 0.1], [0.0, 0.1, 0.0], [0.0, 0.0, 0.0], [0.0, 0.0, 0.0], [0.0, 0.0, 0.0], [0.0, 0.0, 0.0], [0.0, 0.0, 0.0], [0.0, -0.3, 0.0], [0.0, 0.0, 0.1], [-0.1, 0.0, 0.0], [0.0, 0.2, -0.2], [0.0, 0.1, 0.0], [0.0, 0.0, -0.1], [0.0, 0.0, 0.0], [0.0, 0.2, 0.2], [0.1, 0.0, 0.0], [0.0, 0.0, 0.0]]
}

No. 4
{
  "formula": "C4H5N3",
  "method": "ωB97M-V with the def2-TZVPD basis set",
  "homo_lumo_gap_ev": [6.9, 7.8],
  "energy_ev": -8694.129,
  "e_above_lowest_kcal_mol": 131.07,
  "symbols": ["N", "C", "C", "N", "C", "N", "C", "H", "H", "H", "H", "H"],
  "xyz": [[0.224, -1.701, 0.908], [-0.058, -0.594, 0.183], [-1.420, -0.028, 0.290], [-1.250, 1.077, 0.839], [0.464, 2.338, -0.962], [0.885, 1.204, -1.033], [1.013, 0.008, -0.542], [-0.528, -2.170, 1.388], [1.149, -1.854, 1.284], [-2.341, -0.607, 0.078], [-0.087, 2.848, -1.753], [1.949, -0.521, -0.681]],
  "atomic_forces_ev_per_a": [[0.0, -0.2, 0.2], [0.4, 0.1, -0.2], [0.2, 0.3, 0.2], [-0.3, -0.3, -0.2], [0.3, -0.5, -0.1], [-0.3, 0.6, 0.0], [-0.2, -0.3, 0.2], [0.1, 0.1, -0.1], [-0.1, 0.1, -0.1], [0.1, 0.2, 0.0], [0.0, 0.0, 0.0], [-0.1, 0.1, 0.0]]
}